DFT (the ωB97M-V functional and the def2-TZVPD basis) results for the molecule C5H9NS.

Calculated values
energy relative to the best compared isomer or geometry (same formula, charge and spin)	111.2	kcal per mole
2S+1	1
HOMO-LUMO gap	8.406	eV
SMILES	CCC(=S)N1CC1
HOMO	-8.0	eV

Positions of all 16 atoms, in Å:
C  -2.337  -0.957  0.005
C  -1.023  -0.700  -0.912
C  0.128  -0.768  -0.005
C  1.944  1.169  1.102
C  1.657  1.581  -0.425
H  -2.327  -2.123  0.359
H  -3.245  -0.590  -0.676
H  -2.313  -0.348  1.175
H  -1.088  -1.683  -1.615
H  -0.951  0.173  -1.642
H  1.720  1.692  2.047
H  2.783  0.493  1.254
H  1.262  2.620  -0.895
H  2.480  1.167  -1.097
N  0.862  0.416  0.292
S  0.448  -2.142  1.033



DFT (the ωB97M-V functional and the def2-TZVPD basis) results for a structure of composition C5H9NS2.

Calculated values
energy relative to the best compared isomer or geometry (same formula, charge and spin)	118.7	kcal per mole
2S+1	1
HOMO-LUMO gap	8.386	eV
HOMO	-8.5	eV

Positions of all 17 atoms, in Å:
C  -1.288  -0.965  1.304
C  -0.179  -0.992  0.241
C  1.348  -0.626  0.152
C  0.312  0.331  -0.479
C  0.419  0.529  -1.928
H  -1.469  -0.092  2.312
H  -2.331  -0.878  0.622
H  -1.328  -2.082  1.616
H  -0.290  -1.521  -0.873
H  1.839  -0.257  1.190
H  1.964  -1.093  -0.528
H  -0.919  1.286  0.650
H  0.480  1.057  1.526
H  0.366  2.509  -0.922
N  0.071  1.395  0.415
S  0.572  2.178  -2.267
S  0.435  -0.780  -3.033



- Which value of HOMO-LUMO gap does entry 2 give?
  8.386 eV